1.
Density functional theory data (the ωB97M-V functional and the def2-TZVPD basis) for 13 unconnected molecules or ions with the total composition C57H146N6O19 in a non-equilibrium geometry.

Positions of all 228 atoms, in Å:
1 C 7.78 8.30 28.82
2 O 7.33 8.73 30.12
3 C 7.40 7.67 31.06
4 C 6.92 8.36 32.44
5 N 6.40 7.40 33.36
6 C 7.43 6.48 33.84
7 C 6.91 5.93 35.19
8 O 6.44 7.02 36.02
9 C 7.53 7.75 36.59
10 H 7.62 9.14 28.10
11 H 7.35 7.38 28.46
12 H 8.83 8.11 28.88
13 H 8.40 7.30 30.94
14 H 6.67 6.86 30.84
15 H 6.13 9.07 32.22
16 H 7.77 8.92 32.79
17 H 6.01 7.88 34.15
18 H 8.29 7.11 34.06
19 H 7.61 5.73 33.08
20 H 7.64 5.36 35.70
21 H 5.98 5.39 35.01
22 H 8.20 8.08 35.78
23 H 8.13 7.24 37.34
24 H 7.04 8.63 37.01
25 C -0.89 19.00 31.84
26 O 0.30 18.46 31.37
27 C 0.23 17.05 31.08
28 C 1.61 16.70 30.47
29 N 1.70 15.28 30.22
30 C 2.05 14.48 31.36
31 C 2.59 13.19 30.86
32 O 3.66 13.55 29.99
33 C 4.04 12.52 29.14
34 H -1.34 18.64 32.81
35 H -1.62 18.89 31.11
36 H -0.72 20.07 32.00
37 H -0.48 16.66 30.36
38 H 0.07 16.44 31.96
39 H 2.36 17.14 31.17
40 H 1.74 17.25 29.53
41 H 2.45 15.10 29.50
42 H 1.13 14.20 31.87
43 H 2.71 15.05 32.02
44 H 1.85 12.56 30.35
45 H 3.00 12.67 31.71
46 H 4.73 11.82 29.66
47 H 4.56 12.85 28.28
48 H 3.13 11.97 28.72
49 C -0.11 7.84 24.84
50 O -0.17 7.83 26.26
51 C -0.09 9.14 26.89
52 C 1.27 9.55 27.31
53 N 1.72 8.72 28.42
54 C 3.12 8.92 28.68
55 C 3.69 7.74 29.46
56 O 3.45 6.50 28.76
57 C 4.30 6.33 27.62
58 H -0.31 6.83 24.50
59 H 0.86 8.10 24.48
60 H -0.81 8.50 24.42
61 H -0.80 9.05 27.74
62 H -0.46 9.86 26.18
63 H 1.18 10.59 27.64
64 H 2.06 9.58 26.50
65 H 1.50 7.78 28.23
66 H 3.27 9.81 29.30
67 H 3.71 9.05 27.76
68 H 3.12 7.59 30.42
69 H 4.79 7.82 29.65
70 H 4.03 5.42 27.02
71 H 5.33 6.13 28.00
72 H 4.19 7.21 26.96
73 C 6.62 0.35 32.66
74 O 5.33 0.38 32.01
75 C 5.43 0.43 30.61
76 C 4.06 0.43 29.94
77 N 4.09 0.55 28.53
78 C 2.85 1.08 28.05
79 C 2.82 1.06 26.57
80 O 3.09 -0.27 26.16
81 C 3.83 -0.37 24.93
82 H 6.50 0.72 33.71
83 H 7.26 1.07 32.14
84 H 7.11 -0.63 32.57
85 H 6.08 -0.35 30.15
86 H 5.94 1.36 30.30
87 H 3.53 1.28 30.44
88 H 3.51 -0.43 30.32
89 H 4.36 -0.33 28.10
90 H 2.81 2.06 28.51
91 H 1.98 0.62 28.50
92 H 3.59 1.73 26.17
93 H 1.86 1.43 26.18
94 H 3.20 -0.28 24.03
95 H 4.23 -1.39 24.96
96 H 4.67 0.26 25.01
97 C 4.36 6.47 20.86
98 O 3.97 7.79 20.58
99 C 3.00 8.26 21.41
100 C 2.38 9.49 20.78
101 N 1.53 10.13 21.86
102 C 0.45 10.97 21.21
103 C -0.43 11.56 22.27
104 O -1.30 10.49 22.78
105 C -2.39 10.82 23.67
106 H 5.09 6.07 20.10
107 H 3.49 5.77 21.02
108 H 4.79 6.43 21.87
109 H 3.41 8.61 22.35
110 H 2.26 7.44 21.58
111 H 1.67 9.28 19.97
112 H 3.17 10.22 20.39
113 H 0.93 9.38 22.27
114 H -0.05 10.37 20.49
115 H 0.85 11.82 20.61
116 H -1.12 12.32 21.89
117 H 0.15 11.97 23.07
118 H -2.01 10.85 24.73
119 H -3.17 10.07 23.58
120 H -2.84 11.82 23.44
121 C -0.84 3.78 24.18
122 O -0.30 3.56 25.48
123 C -1.01 4.02 26.61
124 C -0.31 3.72 27.89
125 N -0.85 4.51 29.03
126 C -0.49 5.91 29.08
127 C -1.37 6.62 30.08
128 O -2.78 6.52 29.75
129 C -3.13 7.63 29.03
130 H -1.91 3.99 24.32
131 H -0.75 2.84 23.58
132 H -0.19 4.63 23.75
133 H -2.02 3.60 26.63
134 H -1.19 5.11 26.47
135 H 0.75 3.93 27.80
136 H -0.34 2.61 28.12
137 H -1.86 4.41 29.01
138 H -0.51 6.38 28.08
139 H 0.55 6.03 29.52
140 H -1.03 7.59 30.25
141 H -1.39 6.02 31.01
142 H -2.42 7.71 28.17
143 H -3.25 8.64 29.54
144 H -4.11 7.41 28.59
145 C 8.42 8.41 21.41
146 C 7.46 7.71 22.40
147 C 8.00 7.12 23.67
148 O 6.41 8.65 22.72
149 H 7.94 8.67 20.46
150 H 9.22 7.76 21.23
151 H 8.77 9.38 21.84
152 H 7.02 6.89 21.88
153 H 8.80 6.40 23.41
154 H 7.18 6.49 24.07
155 H 8.37 7.83 24.45
156 H 6.80 9.42 23.18
157 C -2.79 11.78 27.51
158 C -2.07 12.04 28.88
159 C -2.92 12.93 29.75
160 O -1.72 10.83 29.45
161 H -3.81 11.49 27.79
162 H -2.27 11.00 26.93
163 H -2.76 12.68 26.86
164 H -1.15 12.59 28.65
165 H -2.44 13.13 30.68
166 H -3.91 12.41 29.93
167 H -3.16 13.86 29.27
168 H -0.83 10.78 29.86
169 C 2.04 4.77 33.17
170 C 3.49 5.04 33.24
171 C 4.23 4.14 32.27
172 O 3.68 6.40 32.81
173 H 1.94 3.71 33.25
174 H 1.64 5.12 32.17
175 H 1.53 5.23 33.95
176 H 3.93 4.82 34.21
177 H 5.29 4.01 32.50
178 H 4.16 4.67 31.31
179 H 3.83 3.13 32.24
180 H 4.63 6.60 32.91
181 C 2.16 10.21 32.78
182 C 1.17 9.45 31.92
183 C -0.20 9.46 32.57
184 O 1.02 10.02 30.64
185 H 3.11 10.34 32.28
186 H 2.38 9.62 33.63
187 H 1.78 11.19 33.07
188 H 1.54 8.42 31.80
189 H -1.00 8.80 32.12
190 H -0.77 10.42 32.42
191 H -0.14 9.25 33.65
192 H 1.16 9.37 29.89
193 C 3.33 12.75 24.06
194 C 3.91 11.36 24.05
195 C 5.26 11.21 24.91
196 O 3.00 10.38 24.48
197 H 3.01 13.08 25.03
198 H 2.37 12.68 23.51
199 H 4.05 13.48 23.73
200 H 4.26 11.10 23.02
201 H 5.04 11.59 25.93
202 H 6.09 11.68 24.43
203 H 5.52 10.15 25.08
204 H 2.36 10.38 23.70
205 C 2.95 5.55 24.61
206 C 3.80 4.40 24.31
207 C 3.16 3.33 23.47
208 O 5.00 4.83 23.57
209 H 2.52 5.79 23.62
210 H 3.47 6.37 25.04
211 H 2.14 5.22 25.31
212 H 4.08 3.85 25.30
213 H 2.34 2.94 24.09
214 H 3.87 2.47 23.24
215 H 2.77 3.78 22.53
216 H 5.16 5.76 23.64
217 C -2.70 7.35 19.85
218 C -1.96 7.04 21.12
219 C -1.26 5.63 20.93
220 O -0.95 8.03 21.37
221 H -3.68 6.75 19.70
222 H -2.07 7.07 19.03
223 H -2.94 8.41 19.93
224 H -2.65 6.82 21.95
225 H -0.68 5.57 20.01
226 H -1.98 4.84 20.86
227 H -0.59 5.51 21.80
228 H -1.29 8.82 21.77

Output
DFT total energy   -4017.01546 a.u.
Net charge   0
E_LUMO   0.5 eV
Energy above the lowest of the compared OMol25 structures with the same formula, charge and spin   38.8 kcal/mol



2.
Density functional theory data (the ωB97M-V functional and the def2-TZVPD basis) for 4 unconnected molecules or ions with the total composition C13H36BrN3O3 in a non-equilibrium geometry.

Positions of all 56 atoms, in Å:
1 Br 0.80 0.14 0.49
2 C 5.27 -2.05 -1.60
3 C 4.41 -0.81 -1.47
4 O 4.87 0.30 -1.22
5 N 2.91 -0.91 -1.93
6 H 2.52 -1.84 -1.90
7 H 2.34 -0.37 -1.30
8 C 2.78 -0.26 -3.34
9 H 4.72 -2.98 -1.48
10 H 6.06 -2.05 -0.84
11 H 5.77 -2.06 -2.57
12 H 1.70 -0.18 -3.48
13 H 3.30 -0.91 -4.04
14 H 3.15 0.77 -3.33
15 C -2.32 -3.44 -4.27
16 N -2.67 -2.01 -4.70
17 C -1.42 -1.36 -5.33
18 C -3.84 -2.11 -5.75
19 C -3.14 -1.16 -3.44
20 C -2.35 -1.13 -2.12
21 O -1.04 -0.70 -2.42
22 H -1.83 -3.89 -5.13
23 H -3.19 -4.01 -3.94
24 H -1.54 -3.23 -3.53
25 H -1.73 -0.35 -5.59
26 H -1.05 -1.82 -6.24
27 H -0.51 -1.30 -4.74
28 H -3.41 -2.65 -6.59
29 H -4.05 -1.09 -6.08
30 H -4.72 -2.67 -5.43
31 H -4.18 -1.39 -3.22
32 H -3.29 -0.17 -3.87
33 H -2.30 -2.04 -1.54
34 H -2.78 -0.30 -1.55
35 H -0.59 -0.74 -1.57
36 C -0.25 2.98 7.46
37 N 0.08 2.78 5.98
38 C -0.70 3.77 5.15
39 C 1.57 3.11 5.72
40 C -0.41 1.37 5.62
41 C -0.32 0.96 4.11
42 O 0.90 1.36 3.34
43 H -0.12 4.05 7.64
44 H 0.41 2.36 8.07
45 H -1.30 2.76 7.65
46 H -0.56 3.56 4.09
47 H -0.42 4.75 5.55
48 H -1.76 3.57 5.30
49 H 1.94 4.01 6.21
50 H 1.80 3.19 4.66
51 H 2.07 2.26 6.18
52 H -1.36 1.18 6.11
53 H 0.32 0.77 6.15
54 H -1.21 1.21 3.53
55 H -0.25 -0.13 4.03
56 H 0.90 0.92 2.48

Output
DFT total energy   -3480.31357 a.u.
Net charge   +2
E_LUMO   -4.5 eV
Energy above the lowest of the compared OMol25 structures with the same formula, charge and spin   30.4 kcal/mol



3.
Density functional theory data (the ωB97M-V functional and the def2-TZVPD basis) for 8 unconnected molecules or ions with the total composition C24H45BN9O3 in a non-equilibrium geometry.

Positions of all 82 atoms, in Å:
1 C 3.93 -0.61 1.63
2 N 4.06 0.35 0.46
3 C 3.34 -0.13 -0.78
4 N 1.94 0.41 -0.96
5 C 1.39 -0.52 -2.06
6 C 0.79 -1.93 -1.47
7 C -0.85 -1.96 -1.29
8 O -1.11 -2.08 0.15
9 C -2.50 -1.72 0.50
10 C 1.00 0.44 0.26
11 C -0.39 1.27 -0.03
12 C 0.19 2.32 -1.20
13 C 1.72 1.76 -1.60
14 B 2.64 3.05 -1.17
15 O 3.21 3.32 0.17
16 O 2.97 4.06 -2.25
17 H 4.95 -1.13 1.93
18 H 3.63 0.06 2.57
19 H 3.03 -1.37 1.50
20 H 5.09 0.31 0.21
21 H 3.42 -1.30 -0.81
22 H 3.97 0.26 -1.71
23 H 2.30 -0.74 -2.77
24 H 0.53 -0.02 -2.69
25 H 1.04 -2.76 -2.29
26 H 1.39 -2.26 -0.51
27 H -1.24 -2.97 -1.80
28 H -1.42 -1.08 -1.81
29 H -3.13 -1.30 -0.42
30 H -3.00 -2.70 0.96
31 H -2.42 -0.93 1.39
32 H 0.95 -0.54 0.94
33 H 1.61 1.16 0.99
34 H -1.25 0.75 -0.62
35 H -0.94 1.80 0.87
36 H -0.49 2.50 -2.14
37 H 0.40 3.37 -0.68
38 H 1.97 1.62 -2.73
39 H 2.51 3.21 0.89
40 H 2.67 4.98 -1.94
41 C -5.64 -3.52 3.29
42 C -5.89 -2.23 2.62
43 N -6.09 -1.21 2.10
44 H -5.51 -4.33 2.56
45 H -4.74 -3.49 3.91
46 H -6.48 -3.81 3.94
47 C 0.69 3.16 -5.33
48 C 0.18 1.83 -4.97
49 N -0.23 0.78 -4.68
50 H 1.00 3.19 -6.38
51 H -0.06 3.94 -5.19
52 H 1.56 3.43 -4.73
53 C -4.01 1.34 2.27
54 C -2.99 1.92 3.17
55 N -2.19 2.37 3.87
56 H -3.61 1.16 1.27
57 H -4.38 0.38 2.65
58 H -4.87 2.01 2.16
59 C 5.46 5.32 1.66
60 C 5.97 5.54 3.03
61 N 6.37 5.71 4.10
62 H 4.75 4.48 1.63
63 H 4.93 6.20 1.28
64 H 6.26 5.09 0.96
65 C -4.33 -3.91 -3.78
66 C -4.18 -4.08 -2.32
67 N -4.06 -4.22 -1.17
68 H -5.21 -4.43 -4.16
69 H -4.43 -2.85 -4.05
70 H -3.46 -4.30 -4.32
71 C 5.64 -2.20 -3.12
72 C 4.68 -3.01 -2.35
73 N 3.93 -3.65 -1.74
74 H 5.17 -1.30 -3.53
75 H 6.48 -1.87 -2.51
76 H 6.05 -2.76 -3.97
77 C -5.72 -1.13 7.02
78 C -5.90 -2.59 7.00
79 N -6.04 -3.74 6.97
80 H -6.26 -0.67 7.86
81 H -4.66 -0.85 7.13
82 H -6.09 -0.66 6.10

Output
DFT total energy   -1684.42029 a.u.
Net charge   +1
E_LUMO   -2.6 eV



4.
Density functional theory data (the ωB97M-V functional and the def2-TZVPD basis) for a single C6H8N2O2 molecule in a non-equilibrium geometry.

Positions of all 18 atoms, in Å:
1 H -2.24 -2.22 1.66
2 N -1.40 -2.27 0.99
3 C -1.07 -1.06 0.83
4 O -1.94 -0.14 1.46
5 C -0.23 -0.59 -0.29
6 C 0.88 -1.42 -0.93
7 C 1.66 -0.10 -1.04
8 O 2.80 0.18 -1.30
9 C 0.52 0.72 -0.45
10 C 0.64 1.97 0.36
11 N -0.64 0.38 -1.30
12 H -1.57 0.76 1.44
13 H 1.39 -2.10 -0.24
14 H 0.63 -1.93 -1.87
15 H 1.33 1.82 1.20
16 H 1.03 2.77 -0.28
17 H -0.33 2.30 0.74
18 H -1.44 0.93 -0.97

Output
DFT total energy   -493.34403 a.u.
Net charge   0
E_LUMO   0.4 eV
Energy above the lowest of the compared OMol25 structures with the same formula, charge and spin   64.5 kcal/mol